No. 1
Here is a 15-piece molecular cluster, C15H60N30O15 overall at a distorted geometry from the OMol25 dataset. Energies are from ωB97M-V/def2-TZVPD.

Geometry (Å):
C (-18.7444, 0.5896, -0.4009)
O (-18.3904, -0.3566, -1.1247)
N (-18.2201, 1.8121, -0.5666)
N (-19.6560, 0.6773, 0.4989)
H (-18.5656, 2.4988, 0.0884)
H (-17.5063, 1.8247, -1.2811)
H (-19.7188, 1.4489, 1.1476)
H (-20.2921, -0.0675, 0.7455)
C (-21.3085, 4.9768, -0.7492)
O (-20.3077, 4.7213, -0.1365)
N (-22.1191, 6.0044, -0.5415)
N (-21.7833, 4.3106, -1.7296)
H (-21.7287, 6.6349, 0.1442)
H (-22.9545, 6.2537, -1.0515)
H (-21.2404, 3.5104, -2.0213)
H (-22.5477, 4.5289, -2.3527)
C (-16.3811, 1.1094, -7.7921)
O (-16.7811, 1.4066, -6.6628)
N (-16.2505, 1.9765, -8.7353)
N (-16.1198, -0.1487, -8.0927)
H (-15.8861, 2.8639, -8.4194)
H (-16.0973, 1.6999, -9.6945)
H (-15.6780, -0.4011, -8.9652)
H (-16.2151, -0.7192, -7.2647)
C (-16.8701, 5.6214, -2.0698)
O (-17.0763, 6.7714, -2.3319)
N (-15.8763, 5.0933, -1.4449)
N (-17.7045, 4.6589, -2.4341)
H (-14.9858, 5.5471, -1.2991)
H (-15.9114, 4.0842, -1.4704)
H (-17.7138, 3.6829, -2.1745)
H (-18.4510, 5.0537, -2.9882)
C (-13.8166, 2.7424, -5.2230)
O (-12.7498, 3.1706, -5.5058)
N (-14.1373, 1.4896, -5.0277)
N (-14.8415, 3.5621, -5.0300)
H (-13.4426, 0.7677, -4.8998)
H (-15.1057, 1.2380, -5.1655)
H (-15.4240, 3.1081, -4.3409)
H (-14.5811, 4.5337, -5.1203)
C (-24.8163, 1.9228, -7.3532)
O (-25.8121, 2.5482, -7.7988)
N (-23.5395, 2.1844, -7.5697)
N (-24.9985, 0.9464, -6.4997)
H (-23.3440, 2.7895, -8.3544)
H (-22.8258, 1.5711, -7.2028)
H (-24.1497, 0.5418, -6.1310)
H (-25.9123, 0.6196, -6.2198)
C (-23.5263, 4.3272, -4.6119)
O (-24.1323, 4.0512, -3.6256)
N (-23.8804, 5.3359, -5.3438)
N (-22.5540, 3.5601, -5.0339)
H (-23.3488, 5.6074, -6.1585)
H (-24.6731, 5.9010, -5.0747)
H (-22.2573, 2.7856, -4.4575)
H (-22.0132, 3.8208, -5.8461)
C (-17.5822, 4.9926, -7.3569)
O (-16.5245, 5.1598, -7.8857)
N (-18.5961, 5.8967, -7.3445)
N (-17.9021, 3.9892, -6.5502)
H (-18.5196, 6.6207, -8.0446)
H (-19.4004, 5.5768, -6.8241)
H (-17.1903, 3.2757, -6.6169)
H (-18.5439, 3.9212, -5.7733)
C (-22.7349, -1.4511, -5.8904)
O (-22.7044, -0.2409, -5.8641)
N (-23.2391, -2.2686, -4.9584)
N (-22.2353, -2.1089, -6.8499)
H (-23.3589, -3.2523, -5.1536)
H (-23.2655, -1.9729, -3.9930)
H (-22.0433, -3.0868, -6.6854)
H (-21.7436, -1.6259, -7.5881)
C (-16.9604, -2.2306, -5.4350)
O (-16.0649, -2.3375, -6.1814)
N (-16.9680, -1.6124, -4.2320)
N (-18.2209, -2.2181, -5.8318)
H (-17.6439, -0.9482, -3.8823)
H (-16.1233, -1.8393, -3.7271)
H (-18.9648, -2.4343, -5.1837)
H (-18.3202, -2.1219, -6.8323)
C (-20.4605, 1.7522, -8.8852)
O (-20.6045, 2.9767, -8.9221)
N (-21.4766, 0.8556, -9.0830)
N (-19.2887, 1.2337, -8.8092)
H (-21.1664, -0.0726, -8.8330)
H (-22.4022, 1.1988, -8.8696)
H (-19.2913, 0.2299, -8.6977)
H (-18.4860, 1.8166, -8.9985)
C (-23.6123, 1.5987, -1.0173)
O (-24.6261, 1.9177, -0.3924)
N (-23.5154, 1.7878, -2.2986)
N (-22.6256, 0.8575, -0.5416)
H (-22.6793, 1.3653, -2.6761)
H (-24.0656, 2.5207, -2.7232)
H (-21.8859, 0.4909, -1.1235)
H (-22.8376, 0.3207, 0.2872)
C (-19.8560, 1.2676, -4.1426)
O (-20.6733, 1.2848, -3.1976)
N (-18.5713, 1.4794, -4.1594)
N (-20.1838, 0.7677, -5.3153)
H (-18.0089, 1.2222, -4.9579)
H (-18.1288, 1.3888, -3.2560)
H (-21.1345, 0.4268, -5.3046)
H (-19.5559, 0.6331, -6.0949)
C (-20.6428, -3.0230, -2.0895)
O (-19.6705, -3.7101, -2.3774)
N (-20.6844, -1.7123, -1.9230)
N (-21.8160, -3.5617, -1.8995)
H (-21.4695, -1.3501, -1.4008)
H (-19.7608, -1.3125, -2.0074)
H (-22.0058, -4.5155, -2.1724)
H (-22.6564, -3.0137, -1.7828)
C (-15.0377, 1.6520, -1.8385)
O (-15.8949, 2.2244, -2.4069)
N (-13.9289, 2.1897, -1.4894)
N (-15.0205, 0.3762, -1.6545)
H (-13.3254, 1.6384, -0.8961)
H (-13.8535, 3.1946, -1.5576)
H (-14.2395, -0.0080, -1.1421)
H (-15.7791, -0.1536, -2.0594)

Frontier orbital gap   8.21 eV
HOMO   -8.96 eV
2S+1   1
LUMO level   -0.749 eV
Total charge   0
ΔE to the lowest compared entry with this formula, charge and spin   808.0 kJ/mol

***

No. 2
Here is a 2-piece molecular cluster, C2H5NS overall at a distorted geometry from the OMol25 dataset. Energies are from ωB97M-V/def2-TZVPD.

Geometry (Å):
C (1.2202, -0.0203, -1.0410)
C (-1.3539, 0.5262, 0.1784)
N (1.6958, -1.0277, -0.2390)
S (2.1486, 0.4751, 0.4083)
H (-0.2288, 0.3192, -0.3637)
H (-0.9030, 0.7787, 1.1693)
H (-1.8272, -0.4111, 0.0970)
H (-1.9467, 1.1678, -0.4027)
H (1.1951, -1.8079, 0.1934)

Frontier orbital gap   8.54 eV
HOMO   -8.74 eV
2S+1   1
LUMO level   -0.201 eV
Total charge   0
ΔE to the lowest compared entry with this formula, charge and spin   469.8 kJ/mol

***

No. 3
Here is an isolated ion of composition C2H3N4 and charge +1 at a distorted geometry from the OMol25 dataset. Energies are from ωB97M-V/def2-TZVPD.

Geometry (Å):
C (0.6999, -0.3382, -0.7425)
C (-1.6898, -0.0501, 0.1730)
N (2.4914, 0.2575, -0.0005)
N (2.8297, 0.7094, 0.9298)
N (1.9790, -0.3694, -0.8863)
N (-0.3114, -0.2236, -0.2013)
H (-2.1301, -0.0609, -0.7719)
H (-2.0135, -0.8260, 0.7088)
H (-1.8553, 0.9013, 0.7908)

SMILES   CN=C=N[N+]#N
Frontier orbital gap   11.23 eV
HOMO   -16.50 eV
2S+1   1
LUMO level   -5.270 eV
Total charge   +1
ΔE to the lowest compared entry with this formula, charge and spin   17.4 kJ/mol

***

No. 4
Here is a 3-piece molecular cluster, C36H59Br2F11N3O4 overall at a distorted geometry from the OMol25 dataset. Energies are from ωB97M-V/def2-TZVPD.

Geometry (Å):
C (2.1735, -4.6376, -0.6054)
C (1.7711, -4.6326, -1.8395)
C (1.1557, -3.3867, -2.4530)
C (0.5523, -3.6321, -3.8308)
O (-0.0180, -2.4542, -4.3421)
C (0.8992, -1.3839, -4.4214)
C (0.0990, -0.2069, -5.0209)
C (1.4668, -1.0020, -3.0252)
C (0.3067, -0.4645, -2.1580)
C (0.5388, -0.5970, -0.6318)
C (0.1321, 0.6746, 0.1494)
F (-0.8569, 1.3489, -0.4266)
Br (-0.5722, 0.0380, 1.8854)
C (1.3537, 1.5655, 0.4628)
F (2.2809, 0.8512, 1.0760)
F (1.9033, 2.0292, -0.6449)
Br (0.8942, 3.0155, 1.6870)
N (2.1151, -2.2238, -2.4704)
C (3.3731, -2.5207, -3.2619)
C (4.5423, -2.8037, -2.3576)
O (4.7433, -1.6863, -1.5238)
C (5.8428, -1.8623, -0.6603)
C (6.3781, -0.4715, -0.2973)
F (5.2914, 0.3203, -0.1795)
F (6.9687, -0.4816, 0.8767)
C (7.3082, 0.0658, -1.4230)
F (7.1113, -0.5605, -2.5761)
F (8.5508, -0.2427, -1.0352)
C (7.2658, 1.6106, -1.5894)
F (8.4532, 1.9481, -2.1052)
F (7.1985, 2.2148, -0.4253)
C (6.1909, 2.1445, -2.5787)
F (6.7379, 2.4405, -3.7473)
F (5.1619, 1.2944, -2.7334)
H (2.1952, -3.6988, -0.0611)
H (2.4729, -5.5545, -0.1272)
H (1.8170, -5.5008, -2.4850)
H (0.3276, -3.1225, -1.7958)
H (1.2646, -4.1153, -4.5141)
H (-0.2658, -4.3366, -3.6847)
H (1.7027, -1.5852, -5.1387)
H (0.3413, -0.1436, -6.0791)
H (0.3000, 0.7398, -4.5302)
H (-0.9565, -0.4648, -4.9862)
H (2.1565, -0.1771, -3.1941)
H (-0.6520, -0.8851, -2.4524)
H (0.2238, 0.5950, -2.3896)
H (-0.1183, -1.3802, -0.2688)
H (1.5724, -0.7990, -0.3425)
H (2.4488, -2.1097, -1.5081)
H (3.2467, -3.3360, -3.9668)
H (3.6403, -1.6339, -3.8299)
H (4.4493, -3.7264, -1.7777)
H (5.4209, -2.9361, -3.0038)
H (5.5248, -2.3576, 0.2636)
H (6.6180, -2.4939, -1.1021)
H (5.7876, 3.0729, -2.1656)
C (-0.5472, 3.7344, 8.7036)
C (0.1402, 3.8041, 7.3200)
C (1.0484, 5.0356, 7.2588)
C (0.2794, 6.3493, 7.1315)
C (-0.6967, 6.2930, 5.9582)
C (-1.6293, 5.0801, 6.0026)
N (-0.8829, 3.8067, 6.2309)
O (-0.3079, 3.4639, 5.1251)
C (-2.6963, 5.2817, 7.0973)
C (-2.4353, 5.0248, 4.7037)
C (1.0059, 2.5447, 7.2594)
H (-0.8122, 4.7107, 9.1050)
H (-1.4465, 3.1180, 8.6673)
H (0.1161, 3.2858, 9.4431)
H (1.7283, 4.9479, 6.4046)
H (1.6795, 5.0670, 8.1499)
H (-0.2528, 6.5764, 8.0590)
H (0.9837, 7.1688, 6.9764)
H (-1.2912, 7.2089, 5.9344)
H (-0.1198, 6.2796, 5.0271)
H (-3.3051, 4.3843, 7.2176)
H (-3.3659, 6.0983, 6.8252)
H (-2.2877, 5.5497, 8.0679)
H (-1.8003, 4.9857, 3.8193)
H (-3.0527, 5.9182, 4.6118)
H (-3.0979, 4.1573, 4.6895)
H (0.3902, 1.6435, 7.2946)
H (1.6851, 2.5209, 8.1112)
H (1.6235, 2.5051, 6.3627)
C (-6.3198, -3.6128, -1.5184)
C (-5.0208, -2.7864, -1.6667)
C (-5.3763, -1.3033, -1.8112)
C (-5.9585, -0.9519, -3.1799)
C (-5.0367, -1.4358, -4.2973)
C (-4.6729, -2.9184, -4.1882)
N (-4.2083, -3.2790, -2.8175)
O (-2.9979, -2.8407, -2.6690)
C (-5.8816, -3.7868, -4.5903)
C (-3.6116, -3.2477, -5.2401)
C (-4.2802, -3.0048, -0.3500)
H (-7.1453, -3.2323, -2.1170)
H (-6.1549, -4.6591, -1.7796)
H (-6.6743, -3.5946, -0.4882)
H (-4.4815, -0.6923, -1.6482)
H (-6.0847, -1.0221, -1.0292)
H (-6.9574, -1.3795, -3.2965)
H (-6.0805, 0.1301, -3.2560)
H (-5.5051, -1.2469, -5.2655)
H (-4.1231, -0.8306, -4.2768)
H (-5.6766, -4.8443, -4.4167)
H (-6.0969, -3.6645, -5.6520)
H (-6.8019, -3.5283, -4.0733)
H (-2.7206, -2.6268, -5.1440)
H (-4.0126, -3.0756, -6.2385)
H (-3.3090, -4.2953, -5.1777)
H (-4.0109, -4.0547, -0.2159)
H (-4.9124, -2.7143, 0.4883)
H (-3.3717, -2.4072, -0.2760)

Frontier orbital gap (alpha / beta)   7.72 / 8.55 eV
HOMO (alpha / beta)   -9.87 / -10.70 eV
2S+1   3
LUMO level (alpha / beta)   -2.148 / -2.149 eV
Total charge   +1

***

Here are the calculated energy numbers, same order: -3379.2538; -531.9636; -296.6187; -8118.5015 (Eh).